(1)
14
Properties=species:S:1:pos:R:3:forces:R:3 method="wB97M-V/def2-TZVPD" lumo_ev=3.87 homo_ev=-4.37 homo_lumo_gap_ev=8.2 total_charge=-1
B 2.2580 -0.4894 -0.3562 -0.2308 -0.0040 0.4751
C 0.6751 -0.2709 -0.0663 0.0064 -0.1908 -0.2466
C 0.0957 1.0110 -0.1531 -0.0994 0.2997 0.0223
C -1.2483 1.2462 0.0681 0.1954 -0.5322 -0.0569
C -2.0524 0.1490 0.3722 0.2677 0.2951 -0.1779
C -1.4335 -1.0883 0.4126 -0.1506 -0.0955 0.1608
N -0.1359 -1.3212 0.2195 -0.1094 0.2292 -0.0347
H 2.4414 -0.7379 -1.5407 -0.0347 0.0375 -0.1062
H 2.6470 -1.4228 0.3313 0.1072 -0.0509 -0.0400
H 2.8387 0.5449 -0.0293 0.1052 0.0373 -0.1278
H 0.7459 1.8357 -0.4095 0.1056 0.0774 0.0124
H -1.6685 2.2381 -0.0194 -0.0287 0.1605 0.0361
H -3.1122 0.2611 0.5394 -0.1677 -0.0984 0.0672
H -2.0511 -1.9555 0.6313 0.0338 -0.1649 0.0163

---

(2)
17
Properties=species:S:1:pos:R:3:forces:R:3 method="wB97M-V/def2-TZVPD" lumo_ev="-0.08 / -0.07" homo_ev="-7.54 / -7.54" homo_lumo_gap_ev="7.5 / 7.5" total_charge=0
B -1.7187 -0.4811 -0.2782 0.6581 0.3245 0.1016
C -0.3259 1.9185 -0.0895 0.4146 2.4665 -0.9649
C 1.0850 2.2386 -0.1508 -3.7792 1.5867 0.6624
C -0.7484 0.6499 -0.1628 4.0272 -0.4349 -1.3004
C 1.4783 0.0817 -0.4636 -4.5107 -1.3824 -0.4858
C 1.7983 -1.0190 0.4353 3.0275 0.1434 1.5063
O 1.8789 1.2316 -0.1682 2.8474 1.4725 0.2515
O -2.6582 -0.2832 0.6795 -2.1250 -0.3623 0.7768
O -1.4661 -1.6091 -1.0425 -0.4870 0.1972 0.3246
O 1.2171 -2.1826 0.0437 -0.0083 -1.5627 -0.6114
H -0.9547 2.8903 -0.1899 0.7124 -1.8315 0.3005
H 1.3944 3.2789 -0.2580 0.6700 -0.6887 0.0754
H 2.9557 -1.1539 0.6485 -2.1516 0.1897 -0.5317
H 1.3122 -0.7300 1.3617 0.4159 0.4375 0.7515
H -3.5881 -0.5663 0.6613 0.8088 -0.2047 -0.2130
H -2.0121 -2.3466 -0.7475 -0.0515 -0.0491 -0.2004
H 0.3522 -1.9179 -0.2789 -0.4687 -0.3017 -0.4430

---

(3)
13
Properties=species:S:1:pos:R:3:forces:R:3 method="wB97M-V/def2-TZVPD" lumo_ev="0.20 / 0.20" homo_ev="-8.47 / -8.47" homo_lumo_gap_ev="8.7 / 8.7" total_charge=0
C -0.7681 -0.9847 0.2780 -0.2369 -0.1086 0.1774
C -0.0498 -1.8186 -0.4582 1.5388 3.5083 -1.6443
C 0.6285 0.1626 -1.2255 -1.3940 -3.6402 1.3681
C -0.3915 0.4211 -0.1034 -0.0009 0.0980 0.1289
C 0.2026 1.2458 1.0387 -0.2056 -0.0574 -0.2147
Br 0.1359 -3.6268 -0.7349 -0.1258 -0.0541 0.1328
H -1.5207 -1.2428 1.0187 -0.0476 -0.0533 0.0901
H 1.6726 0.2931 -1.0184 0.3202 0.1179 0.0545
H 0.3098 0.2439 -2.2464 -0.0332 0.0824 -0.3003
H -1.2693 0.9447 -0.5040 0.0661 0.0330 0.0281
H 1.1153 0.7813 1.4068 0.0767 -0.0489 0.0431
H -0.4995 1.3317 1.8648 -0.0401 0.0171 0.0960
H 0.4340 2.2486 0.6839 0.0823 0.1057 0.0404

---

(4)
16
Properties=species:S:1:pos:R:3:forces:R:3 method="wB97M-V/def2-TZVPD" lumo_ev=-0.32 homo_ev=-8.40 homo_lumo_gap_ev=8.1 total_charge=0
C 0.7646 -1.3487 0.0838 -0.4437 -2.3855 1.5842
C -0.2885 -0.6834 0.5632 1.9808 2.3707 -2.5754
C 1.9868 -0.9652 -0.5653 1.7511 -0.3551 -0.7623
C -0.6014 0.7250 0.2544 -1.7509 0.0063 1.9037
C -1.7063 1.4019 0.7111 1.8821 0.4205 -1.3306
O -1.9459 2.7076 0.3950 -1.2441 -0.3227 0.6578
P 3.2900 -0.5593 0.7312 -0.1057 1.5373 -0.7511
Cl 4.5028 -2.1774 0.7719 0.1597 -0.2888 -0.3062
Br 4.4358 1.0562 -0.6321 -0.4411 -1.0717 0.7667
H 0.7677 -2.4337 0.3488 -0.1577 0.7866 -0.2300
H -0.9392 -1.3820 0.8825 -2.8993 -1.3434 1.7636
H 2.3397 -1.7515 -1.2672 -0.0429 0.4591 0.5043
H 1.8835 -0.0774 -1.1331 -0.0011 1.0828 -0.5728
H 0.1396 1.3098 -0.2726 0.0399 -0.0103 -0.2168
H -2.5473 1.1358 1.3248 0.0996 -1.0810 0.0985
H -1.2123 3.2047 0.0789 1.1733 0.1950 -0.5335

---

(5)
19
Properties=species:S:1:pos:R:3:forces:R:3 method="wB97M-V/def2-TZVPD" lumo_ev=-0.13 homo_ev=-9.77 homo_lumo_gap_ev=9.6 total_charge=0
C 0.0898 -0.9936 -0.8671 0.4257 2.5382 1.8428
C -0.5208 -0.9781 0.3446 0.9257 -0.5892 -0.5971
C -0.7369 3.3362 -2.4284 3.0993 -1.1864 0.2946
C 1.1555 0.0143 -1.1831 2.2581 -0.2074 -0.3905
C -0.0732 -0.2363 1.6239 -0.9923 1.3619 -1.1329
O 0.0751 2.7135 -3.0392 -1.2064 0.3967 0.7172
O -0.2721 -1.8266 -1.8209 1.3753 -1.3728 -3.6155
O 0.5055 -1.1513 2.4894 1.6405 -1.4783 1.6367
O 1.8787 0.6746 -0.5130 -1.1709 0.0186 0.7965
F 1.5761 -0.0544 -2.4903 -1.0057 -0.5346 -0.4540
F -1.2679 -2.7184 3.8889 -0.4187 -0.3149 0.2813
Br -0.6163 3.6338 -0.5119 -0.0760 -0.2335 -0.0216
H -0.6716 -2.0925 3.5574 0.5649 0.3378 -0.4215
H -1.1549 -1.8636 0.3795 -0.4303 0.3667 0.7611
H -1.4895 3.9411 -2.8034 -1.8394 0.9764 -0.9577
H -0.8875 0.2633 2.2319 0.3391 -0.9987 -0.9679
H 0.5504 0.6300 1.3665 0.2459 -0.5642 -0.0148
H 0.3944 -1.8695 -2.6377 -2.0111 0.5132 2.8194
H 1.4653 -1.4225 2.4130 -1.7237 0.9704 -0.5763

---

(6)
19
Properties=species:S:1:pos:R:3:forces:R:3 method="wB97M-V/def2-TZVPD" lumo_ev=0.19 homo_ev=-8.12 homo_lumo_gap_ev=8.3 total_charge=0
C 1.0247 0.6530 0.8937 -0.4566 0.2114 -1.4359
C 0.6729 1.5700 -1.3346 -1.8784 2.9141 -1.0105
C 0.7118 1.8086 -0.0075 0.3183 -2.5111 0.7487
C 1.1304 -0.6222 -1.7906 1.3426 -2.7955 -1.2391
C 0.4351 -0.5456 0.7013 -1.9245 1.6202 0.2060
N 1.2859 0.5923 -1.9662 0.7632 -0.8293 -0.0308
N -2.0071 -0.4262 1.8092 -1.9343 -2.6677 -1.4058
O -1.7294 0.2709 -0.7766 -0.6966 0.3814 0.6530
O -1.4112 -2.0530 -0.1106 -1.0718 -0.8202 0.3874
O 0.8833 -1.7051 1.1362 -0.3160 -2.2554 0.2127
S -1.3591 -0.6594 0.2417 1.7426 -0.5005 0.4171
Br 0.6791 3.5043 0.7080 -0.3338 0.9911 0.3533
H 1.9027 0.5816 1.4854 0.9197 0.4791 0.5355
H 0.2315 2.1984 -2.1454 0.4715 0.6597 1.3901
H 1.9847 -1.2060 -2.1680 -0.5436 -0.3540 -0.0372
H 0.2815 -1.2269 -1.4381 0.2042 0.7364 0.0001
H -1.9742 0.5392 1.9472 -0.0450 2.0546 0.5896
H -3.0286 -0.7905 1.9656 2.5483 0.7797 -0.8146
H 0.2860 -2.4833 0.8494 0.8903 1.9059 0.4803

---

(7)
16
Properties=species:S:1:pos:R:3:forces:R:3 method="wB97M-V/def2-TZVPD" lumo_ev="-5.53 / -5.52" homo_ev="-11.37 / -11.38" homo_lumo_gap_ev="5.8 / 5.9" total_charge=+1
C 0.1867 -1.0143 1.5728 -0.4011 -0.8504 0.3498
C -1.0729 1.1144 0.8269 -2.8385 2.7045 2.7090
C 1.1884 -2.4225 -0.1543 1.0591 -0.7091 -0.5497
C 0.0991 1.0149 -0.0388 1.0731 0.0137 0.1934
C 1.0961 -0.2021 -1.8398 -3.0011 -0.5386 -2.5034
N 0.5641 -1.9358 0.7834 -0.0131 -0.1359 -1.3764
N 0.0195 0.3056 1.2332 0.2405 0.1644 -1.5775
N -0.0033 0.3595 -1.3751 0.0407 -0.1930 1.0875
Br 1.2311 -1.1270 -3.4780 -0.6674 0.5100 0.8081
H 0.0010 -1.2973 2.5814 0.0778 0.1823 0.7540
H -1.4010 1.9788 1.5914 1.5509 -1.3545 -2.0345
H -2.0511 0.7656 0.5144 0.1909 -0.9924 -0.4775
H 0.9918 -3.3111 -0.8240 -0.7627 1.1784 0.8926
H 0.8632 1.7703 -0.0969 0.1455 0.3158 0.2095
H 2.0774 -0.1254 -1.5148 1.2817 0.7017 1.7705
H -0.9950 0.4503 -1.7478 2.0239 -0.9970 -0.2556

---

(8)
19
Properties=species:S:1:pos:R:3:forces:R:3 method="wB97M-V/def2-TZVPD" lumo_ev=-5.62 homo_ev=-12.97 homo_lumo_gap_ev=7.3 total_charge=+1
C 1.9911 1.9314 -0.9829 0.0740 0.8339 -1.7117
C 2.0258 0.7384 -1.5853 0.6939 0.0323 -0.0733
C 0.4336 0.5597 0.0085 -0.1865 0.6690 0.3392
C -3.2720 -1.7560 1.1203 -2.1798 -0.8691 -0.8900
C -1.7526 -0.6319 2.4106 -0.5720 0.5330 1.4450
N 1.1245 -0.0382 -0.9552 -0.3327 -3.0558 -1.6148
N 0.9998 1.8101 -0.0800 -0.9051 1.1005 2.3592
N 2.9604 0.1621 -2.5194 0.6319 3.3132 0.8428
O 3.7587 0.9513 -2.9932 -0.2361 -0.3418 -0.3117
O 2.9458 -1.0107 -2.6305 -0.2227 -2.7558 -0.6980
O -2.8531 -1.2134 2.4190 0.2928 -1.0941 0.2464
Br -1.1467 0.1379 3.9075 0.1920 0.1140 0.5643
H 2.3454 2.8519 -1.4084 0.5503 0.2222 0.6211
H -3.1907 -2.9009 0.9625 0.3661 1.9238 1.0306
H -2.6018 -1.2067 0.4441 -1.0349 -0.4152 -0.5749
H -4.4172 -1.5352 1.1271 2.2969 -0.0461 -0.5501
H -1.1636 -0.4394 1.5502 0.8648 -0.0064 -1.4632
H 0.9903 -0.9575 -1.4078 -0.1755 0.4608 1.1276
H 0.8223 2.5472 0.6131 -0.1173 -0.6185 -0.6884

---

(9)
18
Properties=species:S:1:pos:R:3:forces:R:3 method="wB97M-V/def2-TZVPD" smiles="[H]/N=N/[C@H](Br)[C@@H](C#N)NC(C)=O" lumo_ev=-0.49 homo_ev=-10.35 homo_lumo_gap_ev=9.9 total_charge=0
C -0.8623 2.3511 -0.6968 1.9091 3.4826 -1.8188
C 0.0223 -0.9268 -1.3620 -2.5908 0.3198 -0.4228
C 1.2523 -1.6617 -1.5658 5.5100 0.2579 -0.1445
C -1.0644 1.0112 -0.2825 -3.6273 -0.3869 1.5869
C -1.4047 1.2126 1.2746 -0.5653 -3.1026 -1.1981
N -0.4193 3.3762 -1.0236 -1.0674 -1.3990 0.6027
N -0.2297 2.5208 2.5912 0.4568 0.4888 0.0677
N -0.2319 1.4393 2.0023 1.8268 0.3659 0.3141
N 0.0068 0.2051 -0.5715 2.2354 -0.7659 0.5529
O -0.9990 -1.2539 -1.9364 -0.1274 0.0230 0.0914
Br -2.2114 -0.4858 1.9661 0.4149 0.7825 -0.3069
H 1.6105 -1.6309 -2.6539 -0.9571 0.3116 1.2984
H 2.1596 -1.0844 -1.0032 -2.0028 -1.6404 -1.0728
H 1.3286 -2.7659 -1.3631 -0.7383 1.2807 0.3636
H -1.9806 0.6183 -0.7405 0.1389 -0.0470 0.0362
H -2.1284 1.9582 1.3753 -1.2037 1.2143 0.2485
H 0.7351 2.6925 2.9670 -0.7675 -0.4453 -0.0281
H 0.7544 0.5205 0.0130 1.1558 -0.7402 -0.1705

---

(10)
15
Properties=species:S:1:pos:R:3:forces:R:3 method="wB97M-V/def2-TZVPD" lumo_ev=-5.30 homo_ev=-14.47 homo_lumo_gap_ev=9.2 total_charge=+1
C 0.7857 -0.7117 -0.5168 0.3935 -1.8401 -0.5005
C 1.7586 0.0172 0.0158 2.0415 2.4693 0.7725
C 1.2183 1.3576 0.5506 -0.5119 -0.5299 -0.6609
C -1.2868 1.1016 -0.5300 1.3307 -0.0256 -0.4439
C -0.4093 -0.0241 -0.2421 0.5224 0.9108 -0.0690
N -0.1808 1.0427 0.4645 -2.4272 -0.4238 -0.0678
O -1.7129 -2.2065 0.5572 -0.6564 2.7484 3.8333
Br 3.6138 -0.2302 0.0836 -0.7882 -0.2393 -0.1270
H 1.0048 -1.6489 -0.9834 -0.5057 -0.3183 -0.3394
H 1.3573 1.4769 1.6428 0.9832 0.8376 -0.8320
H 1.2779 2.2024 -0.2349 0.9014 -0.8969 1.7358
H -1.2591 1.7356 -1.3850 0.6798 0.0690 -0.9931
H -2.2058 1.1140 -0.1065 -2.6452 -0.0423 1.6023
H -2.5016 -2.6289 0.8854 -0.3543 -0.2814 0.0440
H -1.4600 -2.5976 -0.2013 1.0364 -2.4374 -3.9544

---

Please write out number 7 again, unchanged.
16
Properties=species:S:1:pos:R:3:forces:R:3 method="wB97M-V/def2-TZVPD" lumo_ev="-5.53 / -5.52" homo_ev="-11.37 / -11.38" homo_lumo_gap_ev="5.8 / 5.9" total_charge=+1
C 0.1867 -1.0143 1.5728 -0.4011 -0.8504 0.3498
C -1.0729 1.1144 0.8269 -2.8385 2.7045 2.7090
C 1.1884 -2.4225 -0.1543 1.0591 -0.7091 -0.5497
C 0.0991 1.0149 -0.0388 1.0731 0.0137 0.1934
C 1.0961 -0.2021 -1.8398 -3.0011 -0.5386 -2.5034
N 0.5641 -1.9358 0.7834 -0.0131 -0.1359 -1.3764
N 0.0195 0.3056 1.2332 0.2405 0.1644 -1.5775
N -0.0033 0.3595 -1.3751 0.0407 -0.1930 1.0875
Br 1.2311 -1.1270 -3.4780 -0.6674 0.5100 0.8081
H 0.0010 -1.2973 2.5814 0.0778 0.1823 0.7540
H -1.4010 1.9788 1.5914 1.5509 -1.3545 -2.0345
H -2.0511 0.7656 0.5144 0.1909 -0.9924 -0.4775
H 0.9918 -3.3111 -0.8240 -0.7627 1.1784 0.8926
H 0.8632 1.7703 -0.0969 0.1455 0.3158 0.2095
H 2.0774 -0.1254 -1.5148 1.2817 0.7017 1.7705
H -0.9950 0.4503 -1.7478 2.0239 -0.9970 -0.2556